{"formula": "C34H36LuN3O3P", "method": "ωB97M-V/def2-TZVPD", "homo_ev": -10.3, "relative_energy_kcal_mol": 13.2, "fmax_ev_per_a": 3.801, "total_charge": 1, "symbols": ["H", "H", "C", "C", "H", "H", "H", "H", "N", "C", "H", "H", "C", "H", "C", "H", "H", "H", "C", "H", "H", "C", "H", "C", "O", "H", "N", "C", "Lu", "C", "C", "H", "H", "H", "C", "C", "C", "C", "C", "H", "H", "C", "H", "C", "H", "C", "C", "O", "H", "C", "C", "H", "C", "C", "P", "H", "H", "C", "C", "C", "C", "O", "N", "H", "H", "C", "C", "H", "H", "H", "C", "C", "H", "C", "H", "C", "H", "H"], "coordinates": [[3.5152, 3.2243, -2.6255], [3.2212, -2.7181, 4.5570], [-0.6286, -2.2199, -3.7391], [-1.7758, 2.1895, 4.1336], [1.0991, 1.5003, 3.3513], [-0.0677, -3.1967, -5.5859], [-3.7278, 2.2339, 0.3761], [-5.3254, 3.2422, -0.7483], [1.4058, 1.6969, -1.6898], [-4.3578, 3.5388, -1.1231], [-1.9139, -4.9355, -5.3010], [-4.6334, 2.0291, -2.5417], [2.9352, -1.3596, 2.9810], [-1.9018, 3.5255, -2.8512], [4.9099, 2.9479, 0.3459], [0.3572, -2.0535, 0.0810], [-0.8795, 2.7678, 4.0317], [-3.3492, -4.9997, -3.3631], [-0.7531, -3.2060, -4.7329], [2.1342, -1.2804, 6.3791], [-3.2202, -3.0977, -1.7321], [3.6834, -1.4721, -0.5894], [-2.5003, -2.8514, 1.5882], [3.9893, -2.6851, -1.2048], [-2.1669, 2.6482, -0.9924], [-2.1778, 1.7716, -2.8032], [-2.2852, -1.2523, -0.6421], [-2.5678, -3.1014, -2.5871], [-0.6165, 1.2587, -0.1070], [2.2540, -0.1563, 2.5523], [1.6439, 0.2290, 4.9033], [-1.6609, 1.5203, 4.9218], [-2.9573, 3.7884, 0.5474], [4.9585, -2.8989, -1.6234], [-2.4980, 2.7191, -2.4138], [-2.5231, 0.2436, 2.6987], [1.6811, 0.5763, 3.6010], [-1.5136, -2.2134, -2.6563], [-1.4452, -1.1690, -1.6007], [1.4731, 0.7601, -2.0325], [5.7225, 3.3634, 0.9786], [4.0501, 2.0350, 0.9337], [4.3556, -0.6686, -0.4819], [-1.7988, -4.1503, -4.5955], [-4.3146, 4.6141, -1.0147], [2.9275, 1.5358, 0.2623], [-2.5732, -0.6895, 1.5401], [-0.5626, -0.1449, -1.6605], [-4.2861, 3.5134, -3.2611], [2.6124, 2.0919, -0.9941], [1.7078, -3.4630, -0.8871], [-2.7113, 2.7917, 4.2385], [1.3861, -2.2572, -0.2463], [-3.9909, 2.9113, -2.5090], [1.7962, 0.2089, 0.8383], [3.4333, -2.0094, 2.2652], [-3.0079, -0.1186, 3.6275], [4.7865, 3.3897, -0.9545], [-1.8626, 1.4395, 2.7649], [-3.2633, -2.0344, 1.7565], [3.0645, -3.6837, -1.3582], [-1.2018, 1.9539, 1.7120], [-2.1309, -0.3507, 0.3836], [4.4003, 1.5714, 1.8937], [5.3550, 4.0766, -1.5937], [3.6073, 2.9628, -1.5891], [-2.6156, -4.1646, -3.4758], [0.8772, -4.1518, -0.9713], [1.2393, 2.3471, -2.4387], [-4.0341, -2.1728, 1.0325], [-3.2981, 3.0552, -0.1861], [2.3205, -1.2206, -0.1980], [1.1162, 0.8180, 5.6439], [2.2467, -0.9846, 5.3279], [3.3661, -4.5837, -1.8838], [2.8596, -1.7007, 4.3189], [-3.6341, -2.1282, 2.7629], [0.2408, -1.5470, -3.7444]]}

***

{"formula": "CH4OS3", "method": "ωB97M-V/def2-TZVPD", "homo_ev": [-8.9, -8.9], "relative_energy_kcal_mol": 22.7, "fmax_ev_per_a": 4.447, "total_charge": 0, "symbols": ["H", "C", "H", "O", "S", "S", "H", "H", "S"], "coordinates": [[0.9244, -0.2200, -0.7608], [0.1179, -0.0336, 0.0011], [-0.4899, -0.7999, 0.1716], [-4.9336, 0.5977, 1.0123], [-3.4611, -1.0143, -0.6473], [-5.1651, -0.2532, -0.1812], [0.5320, 0.0781, 0.9615], [-1.9356, 1.2648, 0.4172], [-0.8658, 1.4478, -0.4196]]}